Formula: C18H33N9OP2Pt
Source: the Open Molecules 2025 dataset
Level of theory: ωB97M-V with the def2-TZVPD basis set

The HOMO-LUMO gap (spin up / spin down) comes out at 7.2 / 7.1 eV. The calculation puts the LUMO energy (spin up / spin down) at -6.86 / -6.97 eV. The HOMO energy (spin up / spin down) comes out at -14.107 / -14.118 eV. As for the total charge: +2. Its total energy is -56471.490 eV.

CARTESIAN COORDINATES (ANGSTROEM)
C1 3.5777 -1.3384 4.6470
C2 -2.4472 -0.1568 2.8427
O1 -1.0828 -0.1691 -0.8202
H1 4.1130 -3.8085 3.4575
C3 -2.1984 1.8275 -4.0081
H2 3.3807 3.1822 -0.5493
H3 2.7571 -1.0435 5.3016
H4 -3.4218 0.1240 3.1908
H5 4.2110 -2.0446 5.1778
H6 0.2806 0.5312 -4.2996
C4 -1.2674 1.6198 4.1126
H7 -0.9901 -2.8259 -2.2317
N1 3.0735 -1.9512 3.4474
N2 1.9194 0.3542 0.1260
H8 0.4365 -2.9401 -3.3003
H9 -1.4997 2.3527 -4.6620
H10 -3.0255 2.5057 -3.7833
H11 -0.0414 2.8834 -2.5166
C5 2.7382 -3.3311 1.7828
H12 0.6262 -2.1367 -1.6962
H13 -1.6534 3.3046 -1.8970
H14 -4.2328 -0.5274 -4.0716
C6 2.1854 -1.4015 2.5904
N3 2.5598 2.1851 1.1515
H15 -4.6559 -1.4858 -1.2854
C7 2.7912 3.1695 2.1719
N4 -0.4797 -1.0827 -3.2188
H16 -0.6567 2.1078 -1.0448
H17 0.8451 -1.0599 -4.8240
N5 -1.5279 1.4199 -2.7927
H18 -4.1331 -2.2115 -3.5615
C8 -3.5561 -1.2931 -3.6827
C9 -3.9676 -0.6434 -1.3706
C10 0.5942 -0.4492 -3.9552
H19 -3.4483 -0.5049 -0.4247
N6 -2.9851 -0.9260 -2.4030
P1 1.4865 0.2640 2.9257
H20 1.9722 3.8902 2.2059
C11 -0.9347 2.4918 -2.0222
N7 -1.3161 0.4867 3.2295
H21 3.7156 3.7022 1.9571
H22 -2.6703 -1.8876 1.4915
H23 -0.2477 1.7555 4.4691
H24 -2.7595 -1.4689 -4.4006
C12 3.4241 -3.1613 2.9564
C13 2.8943 2.3144 -0.1568
H25 4.1692 -0.4542 4.4044
H26 -4.5492 0.2562 -1.5887
H27 1.4947 -0.3419 -3.3394
C14 -2.0637 -1.1568 1.9893
Pt1 0.5877 -1.4840 0.0835
C15 2.4951 1.1683 -0.7851
H28 -1.9201 1.4511 4.9681
H29 -1.5934 2.5284 3.6017
H30 2.7547 -4.1634 1.1081
H31 2.8779 2.6877 3.1455
H32 2.6270 0.8826 -1.8093
C16 -0.1010 -2.3074 -2.5950
C17 1.9600 0.9834 1.2984
H33 -2.5846 0.9585 -4.5295
P2 -1.5205 -0.1487 -2.2435
N8 -0.7192 -1.1321 1.8671
N9 1.9798 -2.2339 1.5640
C18 -0.2778 -0.1170 2.6043

Formula: C22H41F4N3O9PS
Source: the Open Molecules 2025 dataset
Level of theory: ωB97M-V with the def2-TZVPD basis set

The HOMO-LUMO gap (spin up / spin down) comes out at 8.4 / 8.3 eV. The calculation puts the LUMO energy (spin up / spin down) at 2.09 / 1.96 eV. As for the multiplicity: 3. As for the expectation value of S²: 2.008. The HOMO energy (spin up / spin down) comes out at -6.319 / -6.319 eV. As for the total charge: -1. Its total energy is -77369.867 eV.

CARTESIAN COORDINATES (ANGSTROEM)
C1 -3.2131 0.4191 3.9323
C2 2.0223 -1.3468 1.5057
H1 -4.1140 2.2781 -0.5691
F1 -2.5543 3.0561 -6.4858
H2 -4.4317 0.0616 0.7194
H3 -5.0855 1.1173 1.9543
H4 1.4392 3.3468 -6.0460
N1 -2.5338 2.3211 2.4732
H5 2.3780 -1.2713 -1.1787
H6 1.6030 1.3622 -6.6414
H7 1.7644 -6.2824 -0.0265
H8 -0.9510 -0.1551 2.5715
C3 -1.0606 3.4390 -4.6567
C4 3.4873 2.9164 -4.9646
H9 -4.5558 -0.9814 3.0031
C5 0.7461 -4.0658 2.3773
C6 4.1059 -2.7571 1.4191
H10 -0.0757 4.9967 -4.8592
H11 -2.4154 0.8121 -0.6061
H12 3.6902 -5.5240 1.3087
H13 -4.6730 3.1690 0.8326
H14 1.8578 -1.6635 2.5346
H15 3.9429 -2.0865 -1.2115
N2 2.5696 1.9003 -4.5952
C7 3.2446 -1.5436 -0.5759
O1 2.4820 -4.0789 -0.7829
H16 -3.0996 3.5374 0.1240
H17 -0.0856 1.3677 2.7975
O2 -0.4394 2.2851 -6.5732
F2 3.3417 4.1214 -4.3898
C8 3.0644 -4.9678 2.0142
H18 -2.8370 -0.2823 4.6816
H19 -1.2001 1.7642 0.2297
H20 1.0527 -1.1527 1.0447
H21 2.5463 -0.3933 1.5696
C9 2.8404 -2.3413 0.6627
C10 -2.1165 1.4290 3.5921
H22 -2.6558 2.7811 5.2275
H23 0.5084 0.8683 -4.9799
O3 -3.3364 3.2375 2.9284
C11 2.4531 1.7239 -3.2325
H24 0.8820 -6.5218 1.4714
H25 3.3337 -3.2969 3.3718
H26 3.7379 -0.6220 -0.2693
C12 -4.1682 0.6215 1.6187
H27 -0.3611 0.2734 4.1466
H28 4.5835 -1.8662 1.8319
H29 -2.9439 -1.0189 2.3302
N3 2.0036 -3.5198 0.2887
O4 -3.4752 4.2269 -3.6662
F3 -1.7422 3.7945 -1.9970
O5 4.3261 2.7591 -5.7905
P1 0.9786 2.0696 -5.5655
C13 1.7605 -4.5614 1.3257
O6 1.7067 1.0345 -2.6225
C14 -1.7869 2.2550 4.8351
C15 3.8563 -3.7708 2.5361
H30 -0.0986 -3.5681 1.8988
O7 -0.9811 4.7490 -5.0790
H31 0.3527 -4.9109 2.9434
C16 -3.7900 2.7322 0.3667
C17 -3.7165 -0.3452 2.7116
H32 -1.6091 0.1347 0.7795
H33 1.1720 -3.3884 3.1138
H34 -1.4232 1.5962 5.6239
H35 0.1807 -5.5286 0.1908
F4 3.4236 2.4021 -2.5363
C18 -3.1261 1.6831 1.2548
C19 -1.5557 2.4654 -5.7905
H36 -4.0576 0.9418 4.3937
O8 0.1713 3.0128 -4.2747
C20 -0.8127 0.6881 3.2439
H37 -1.0083 2.9892 4.6210
O9 -2.8513 1.9666 -3.1965
H38 4.8204 -3.1911 0.7121
H39 -1.8306 1.4739 -5.4270
C21 1.1121 -5.7926 0.6944
S1 -2.4050 3.3235 -3.3662
H40 2.8409 -5.6533 2.8355
H41 4.8139 -4.1146 2.9342
C22 -2.0195 1.0602 0.3784